Below is the ion C3H2NS2 with charge -1 in a non-equilibrium geometry, with properties calculated with ωB97M-V with the def2-TZVPD basis set.

E_LUMO in hartree: 0.12960
Relative energy (zero: lowest compared OMol25 entry of this formula, charge and spin) in kcal per mole: 108.0
Net charge: -1
Gap between HOMO and LUMO in hartree: 0.2001
Max |F| in eV/Å: 2.400
Highest occupied orbital energy in eV: -1.92

Each line ends with the natural charge from an NBO analysis.
Atoms and positions in Å:
C (0.624, 1.212, -0.021)  -0.0801
C (0.804, -1.047, 0.041)  -0.4513
C (-1.467, 0.060, 0.003)  -0.5653
N (1.279, 0.166, -0.153)  -0.4300
S (-2.885, 0.816, 0.113)  -0.2231
S (-0.872, -1.465, 0.071)  0.4142
H (1.122, 2.162, -0.235)  0.1632
H (1.395, -1.905, 0.181)  0.1725

Below is a cluster of 2 separate species, C3H2O2 in total in a non-equilibrium geometry, with properties calculated with ωB97M-V with the def2-TZVPD basis set.

E_LUMO in hartree: 0.01650
Relative energy (zero: lowest compared OMol25 entry of this formula, charge and spin) in kcal per mole: 149.6
Gap between HOMO and LUMO in hartree: 0.4151
Max |F| in eV/Å: 3.130
Highest occupied orbital energy in eV: -10.85

Each line ends with the natural charge from an NBO analysis.
Atoms and positions in Å:
C (1.135, -0.085, 1.339)  -0.2294
C (1.042, -1.070, 0.679)  -0.2419
C (-1.700, 0.169, -1.551)  0.4905
O (-0.677, 0.991, -1.540)  -0.2454
O (-1.935, 1.229, -0.850)  -0.2435
H (1.148, 0.688, 1.986)  0.2172
H (0.988, -1.923, -0.062)  0.2525

Below is a structure of composition C3H2O2Y in a non-equilibrium geometry, with properties calculated with ωB97M-V with the def2-TZVPD basis set.

E_LUMO (alpha / beta) in hartree: -0.23384 / -0.23100
Relative energy (zero: lowest compared OMol25 entry of this formula, charge and spin) in kcal per mole: 114.9
Net charge: +1
Gap between HOMO and LUMO (alpha / beta) in hartree: 0.2217 / 0.2233
Max |F| in eV/Å: 4.039
Highest occupied orbital energy (alpha / beta) in eV: -12.40 / -12.36

Each line ends with the natural charge from an NBO analysis.
Atoms and positions in Å:
H (0.840, -0.464, 0.893)  0.1170
O (-0.616, -0.814, -0.661)  -0.4896
O (-0.483, 1.289, -0.771)  -0.5266
C (-0.616, -0.301, 0.699)  -0.2406
C (-0.898, 1.094, 0.516)  0.3103
C (-0.150, 0.112, -1.428)  0.4524
H (-1.358, -0.855, 1.287)  0.2760
Y (3.281, -0.060, -0.535)  1.1013